{"formula": "C18H19F2N3", "method": "the ωB97M-V functional and the def2-TZVPD basis", "species": ["F", "C", "C", "C", "C", "C", "C", "H", "H", "H", "H", "H", "F", "C", "C", "C", "C", "C", "C", "H", "H", "H", "H", "H", "C", "C", "N", "H", "H", "H", "C", "C", "N", "H", "H", "H", "C", "C", "N", "H", "H", "H"], "coordinates": [[-1.1369, -1.9303, -3.7202], [-1.4584, -0.6289, -3.3537], [-0.5030, 0.3632, -3.2572], [-0.8831, 1.6999, -3.1449], [-2.2366, 2.0076, -2.9390], [-3.2357, 1.0289, -2.9190], [-2.7966, -0.2438, -3.1588], [0.5410, 0.1422, -3.4236], [-0.1109, 2.4531, -3.1983], [-2.5217, 3.0255, -2.7178], [-4.2800, 1.2642, -2.7760], [-3.4897, -1.0366, -3.3987], [-2.2792, 1.5142, 0.0478], [-1.5745, 2.7129, 0.1063], [-0.1623, 2.6881, 0.1326], [0.5292, 3.8703, 0.1090], [-0.0698, 5.0772, 0.2586], [-1.4719, 5.0764, 0.2349], [-2.2317, 3.9151, 0.3144], [0.3743, 1.7575, 0.0209], [1.6069, 3.9264, 0.1535], [0.5406, 5.9575, 0.3955], [-2.0289, 5.9965, 0.3325], [-3.3103, 3.9096, 0.3688], [1.7983, -6.7323, 1.4659], [3.2369, -6.7171, 1.7315], [4.3636, -6.6715, 1.9353], [1.6121, -6.9158, 0.4077], [1.5078, -5.7260, 1.7679], [1.2752, -7.3708, 2.1778], [3.1652, -1.4240, 3.8762], [2.0699, -0.4063, 3.7400], [1.1335, 0.3116, 3.6358], [3.0284, -2.2440, 3.1713], [3.0641, -1.9099, 4.8467], [4.1350, -0.9592, 3.6986], [0.1380, -0.8468, 0.3790], [0.5608, -2.1237, 0.7949], [0.8895, -3.2194, 1.0792], [0.7675, -0.1916, 0.9810], [-0.9285, -0.6731, 0.5222], [0.3717, -0.7265, -0.6788]], "molar_mass_g_mol": 315.37, "spin_multiplicity": 2, "gap_ha": [0.331, 0.137], "lumo_energy_ev": [-3.793, -8.845], "charge": 1, "fmax_ev_per_a": 5.7, "s_squared": 0.764}

---

{"formula": "C18H19F2N3O3S", "method": "the ωB97M-V functional and the def2-TZVPD basis", "species": ["C", "C", "N", "C", "C", "O", "N", "C", "C", "F", "C", "C", "C", "C", "F", "C", "O", "C", "N", "C", "O", "C", "C", "C", "C", "C", "S", "H", "H", "H", "H", "H", "H", "H", "H", "H", "H", "H", "H", "H", "H", "H", "H", "H", "H", "H"], "coordinates": [[-1.1988, 1.3774, -1.8171], [-1.2142, 2.6889, -1.0354], [-1.4115, 2.4771, 0.3857], [-2.7304, 2.0042, 0.7802], [-2.7800, 0.4727, 0.8475], [-3.4558, -0.2051, 0.1123], [-1.9749, -0.0185, 1.8286], [-1.7224, -1.3782, 2.0237], [-1.3555, -2.2293, 0.9804], [-1.1700, -1.7163, -0.2477], [-1.1225, -3.5773, 1.1800], [-1.2299, -4.1073, 2.4534], [-1.5562, -3.2901, 3.5225], [-1.7997, -1.9508, 3.2939], [-2.1203, -1.1507, 4.3294], [-0.4812, 2.5919, 1.3485], [-0.7352, 2.3337, 2.5208], [0.9404, 2.9870, 0.9579], [1.5684, 1.8993, 0.2481], [2.0240, 2.0122, -1.0256], [1.9997, 3.0661, -1.6374], [2.5221, 0.7696, -1.6206], [3.1144, 0.6485, -2.8468], [3.4403, -0.6802, -3.1747], [3.0921, -1.5781, -2.2105], [3.2629, -3.0536, -2.2136], [2.3531, -0.7870, -0.8604], [-0.9697, 1.5838, -2.8589], [-2.1587, 0.8720, -1.7639], [-0.4409, 0.7035, -1.4261], [-2.0339, 3.3194, -1.3966], [-0.2828, 3.2248, -1.2074], [-2.9643, 2.4138, 1.7678], [-3.4668, 2.3465, 0.0529], [-1.6113, 0.6415, 2.5167], [-0.8490, -4.1902, 0.3364], [-1.0492, -5.1576, 2.6158], [-1.6342, -3.6760, 4.5259], [1.4794, 3.1925, 1.8890], [0.9802, 3.8708, 0.3178], [1.6166, 1.0101, 0.7208], [3.3010, 1.4982, -3.4778], [3.9136, -0.9660, -4.0972], [3.8441, -3.3772, -1.3506], [3.7737, -3.3667, -3.1208], [2.2933, -3.5493, -2.1670]], "smiles": "CCN(CC(=O)Nc1c(F)cccc1F)C(=O)CNC(=O)c1ccc(C)s1", "de_lowest_kcal_mol": 0.0, "molar_mass_g_mol": 395.43, "gap_ha": 0.343, "lumo_energy_ev": 0.288, "charge": 0, "fmax_ev_per_a": 0.7}

---

{"formula": "C18H19F5N2O5", "method": "the ωB97M-V functional and the def2-TZVPD basis", "species": ["C", "C", "O", "C", "C", "O", "C", "C", "C", "C", "C", "F", "F", "C", "F", "F", "F", "N", "N", "C", "C", "C", "C", "C", "C", "C", "H", "H", "H", "H", "H", "H", "H", "H", "H", "H", "H", "H", "H", "H", "H", "H", "H", "H", "C", "O", "O", "O", "H"], "coordinates": [[-1.1765, 1.6284, 3.8289], [-0.1867, 0.5303, 4.5177], [0.9737, 0.2255, 3.7071], [0.9588, -1.1530, 3.2390], [2.0477, -1.4575, 2.1051], [1.6241, -1.0705, 0.7608], [2.1199, 0.2718, 0.5896], [1.6853, 0.9737, -0.7736], [2.6676, 1.9747, -1.4873], [2.0731, 2.6255, -2.8079], [3.0545, 3.6792, -3.5462], [3.3255, 3.2990, -4.8826], [4.2388, 3.8891, -2.7877], [2.2174, 5.0802, -3.6156], [1.4478, 5.1307, -2.4063], [1.2868, 5.0360, -4.6719], [3.0507, 6.2092, -3.7258], [0.8074, 2.3554, -3.3515], [0.0350, 1.5126, -2.6796], [0.2797, 0.7697, -1.4753], [-0.8176, -0.1881, -0.8838], [-1.2749, -1.3776, -1.8139], [-2.3458, -2.3988, -1.3548], [-2.9626, -2.2445, 0.0600], [-2.4938, -1.0588, 0.9701], [-1.4199, -0.0278, 0.5463], [-1.5497, 2.4105, 4.5809], [-0.6265, 2.2110, 3.0009], [-2.0801, 1.0973, 3.3590], [-0.7732, -0.4050, 4.8569], [0.2172, 1.0582, 5.4664], [-0.1044, -1.5260, 2.9691], [1.2674, -1.7983, 4.1545], [3.0468, -0.9435, 2.3929], [2.2783, -2.5878, 2.1135], [3.2778, 0.1910, 0.5559], [1.8784, 0.9940, 1.4422], [3.6919, 2.2317, -1.0655], [-0.9129, 1.3541, -3.0876], [-0.8387, -1.5106, -2.8734], [-2.6743, -3.2286, -2.0642], [-3.7558, -2.9793, 0.4283], [-2.9441, -0.9297, 2.0150], [-1.0513, 0.8524, 1.1647], [-3.8398, -5.7699, -1.3588], [-2.8003, -5.9511, -2.0497], [-4.6614, -6.8517, -1.3982], [-4.2063, -4.7901, -0.6786], [-4.0550, -7.3432, -1.9851]], "molar_mass_g_mol": 438.35, "gap_ha": 0.137, "lumo_energy_ev": -3.108, "charge": 0, "fmax_ev_per_a": 5.4}

---

{"formula": "C18H19FeNO2", "method": "the ωB97M-V functional and the def2-TZVPD basis", "species": ["C", "C", "C", "H", "C", "H", "H", "H", "C", "H", "H", "C", "H", "H", "C", "H", "H", "C", "H", "H", "Fe", "H", "O", "C", "O", "C", "C", "C", "C", "C", "C", "C", "C", "C", "N", "H", "H", "H", "H", "H", "H"], "coordinates": [[1.1994, -1.5152, -3.3191], [0.8640, 1.9213, -2.3750], [-0.0982, -1.3841, -3.5277], [1.5078, -2.4731, -2.8559], [-0.3932, 1.7052, -2.0061], [1.4140, 2.7950, -2.0476], [-0.5924, -2.2913, -3.8246], [-0.8163, 2.4380, -1.3207], [-1.0742, -0.2230, -3.5719], [-2.0514, -0.6660, -3.8085], [-0.8548, 0.4696, -4.3846], [2.0117, -0.3686, -2.6882], [3.0705, -0.5709, -2.8591], [1.9606, -0.3424, -1.5848], [1.7035, 1.0436, -3.2767], [1.2079, 0.9231, -4.2573], [2.6790, 1.5785, -3.4162], [-1.3224, 0.5458, -2.2542], [-2.2947, 1.0462, -2.3443], [-1.4054, -0.1756, -1.4035], [1.7917, -1.5586, 1.0994], [0.8053, -2.6426, 1.5207], [3.7600, 1.4627, 2.6375], [2.9258, 0.6092, 2.2460], [3.2453, -0.4145, 1.4457], [1.5157, 0.5832, 2.6807], [0.9935, 1.4834, 3.5900], [-0.3324, 1.3341, 3.9356], [-1.1154, 0.3233, 3.3520], [-2.5097, 0.1812, 3.6562], [-3.3069, -0.8082, 3.0935], [-2.7021, -1.6891, 2.1578], [-1.3414, -1.6008, 1.8676], [-0.5290, -0.5974, 2.4175], [0.8117, -0.4590, 2.1444], [1.6591, 2.2249, 4.0243], [-0.7566, 1.9956, 4.6753], [-2.9615, 0.8556, 4.3935], [-4.3698, -0.9233, 3.3305], [-3.3121, -2.4583, 1.6857], [-0.9865, -2.3576, 1.1718]], "molar_mass_g_mol": 337.20, "spin_multiplicity": 5, "gap_ha": [0.130, 0.254], "lumo_energy_ev": [-2.425, -2.036], "charge": 0, "fmax_ev_per_a": 4.1, "s_squared": 6.136}

---

Looking at E for the records above, in order, we have -1060.8908 -1685.2837 -1681.9250 -2166.0416 Eh.